Molecular formula: C34H36BiClFN6O5S3
Method: DFT, ωB97M-V with the def2-TZVPD basis set

Positions of all 87 atoms, in Å:
Bi 0.364 0.491 0.419
O -2.635 1.116 0.930
S -3.368 0.499 2.105
C -4.369 1.841 2.804
C -5.798 1.738 2.240
C -5.740 0.824 1.016
C -4.817 -0.314 1.430
H -3.834 2.732 2.477
H -4.323 1.784 3.891
H -6.195 2.724 2.001
H -6.454 1.296 2.991
H -5.308 1.350 0.163
H -6.725 0.460 0.723
H -4.465 -0.980 0.647
H -5.241 -0.915 2.239
F 6.304 -0.843 -1.294
C 5.047 -0.559 -0.916
C 4.039 -1.447 -1.239
C 2.741 -1.145 -0.854
C 2.464 0.035 -0.161
C 3.510 0.898 0.162
C 4.814 0.608 -0.215
H 4.275 -2.350 -1.786
H 1.944 -1.831 -1.115
H 3.321 1.817 0.703
H 5.640 1.265 0.024
C -1.216 -7.205 -3.376
C -1.232 -6.025 -2.443
C -2.188 -5.025 -2.570
C -2.217 -3.943 -1.701
C -1.273 -3.865 -0.692
C -0.309 -4.857 -0.536
C -0.295 -5.925 -1.413
S -1.260 -2.487 0.396
O -0.827 -2.939 1.692
O -2.556 -1.838 0.335
O -0.203 -1.592 -0.234
H -1.908 -7.066 -4.205
H -1.503 -8.118 -2.850
H -0.220 -7.367 -3.788
H -2.927 -5.095 -3.359
H -2.969 -3.172 -1.794
H 0.405 -4.793 0.274
H 0.449 -6.704 -1.294
Cl 4.212 -1.717 4.572
C 2.567 -1.339 4.197
C 1.572 -1.469 5.147
C 0.274 -1.165 4.778
C 0.025 -0.746 3.486
N 0.995 -0.619 2.577
C 2.249 -0.909 2.924
H 1.811 -1.808 6.146
H -0.543 -1.269 5.478
H -0.985 -0.527 3.161
H 3.017 -0.820 2.167
N -2.390 0.510 -1.799
C -1.330 0.718 -2.576
N -0.084 0.809 -2.157
C 0.769 1.076 -3.253
C 2.148 1.261 -3.202
C 2.840 1.518 -4.376
C 2.184 1.591 -5.603
C 0.813 1.408 -5.669
C 0.128 1.157 -4.490
S -1.579 0.891 -4.293
H -2.347 0.456 -0.783
H -3.307 0.482 -2.208
H 2.679 1.199 -2.266
H 3.913 1.650 -4.332
H 2.744 1.790 -6.506
H 0.290 1.458 -6.614
C 1.895 4.630 3.982
N 1.677 4.503 2.541
C 1.812 5.552 1.695
C 1.603 5.430 0.368
C 1.236 4.135 -0.109
N 1.134 3.098 0.711
C 1.315 3.249 2.054
O 1.192 2.297 2.815
N 0.991 3.952 -1.412
H 2.163 5.662 4.193
H 2.695 3.965 4.298
H 0.990 4.363 4.521
H 2.096 6.492 2.149
H 1.704 6.273 -0.296
H 1.141 4.694 -2.071
H 0.748 3.043 -1.778

## Properties
net charge: +1
Kohn-Sham gap: 8.73 eV
2S+1: 1
HOMO level: -10.70 eV